{"formula": "CH10N6", "method": "wB97M-V/def2-TZVPD", "species": ["H", "N", "N", "N", "H", "H", "C", "N", "N", "N", "H", "H", "H", "H", "H", "H", "H"], "coordinates": [[1.311, 1.775, 1.143], [1.583, 0.769, 1.117], [0.938, 0.026, 1.840], [-0.002, 0.476, 2.636], [-0.601, -0.201, 3.074], [-0.319, 1.448, 2.579], [-0.552, 0.604, -1.886], [-0.373, -0.750, -1.392], [0.995, -1.029, -1.326], [-1.020, -0.826, -0.061], [-1.619, 0.824, -1.905], [-0.037, 1.344, -1.263], [-0.155, 0.642, -2.898], [1.128, -2.012, -1.118], [1.479, -0.468, -0.617], [-2.016, -0.898, -0.256], [-0.739, -1.723, 0.334]], "lowdin_charge": [0.05, 0.00, -0.22, 0.02, 0.09, 0.10, -0.12, -0.35, 0.00, 0.00, 0.07, 0.06, 0.08, 0.07, 0.02, 0.06, 0.06], "total_energy_ev": -10135.9761, "fmax_ev_per_a": 1.399, "homo_lumo_gap_ev": 8.81, "smiles": "[H]/N=N\\N.CN(N)N"}